[1]
15
Properties=species:S:1:pos:R:3 method="wB97M-V/def2-TZVPD" e_lumo_ev=-0.57 homo_ha=-0.357 gap_ev=9.15 multiplicity=1 e_above_lowest_kj_mol=165.5
C 0.192 0.546 0.600
C 2.334 -0.029 -0.760
C -2.305 -1.033 0.694
O 2.216 2.467 -0.407
O -2.237 1.465 -0.282
O -1.108 -0.399 -1.507
O 0.563 -0.210 1.482
S 1.829 1.344 0.443
S -1.502 0.217 -0.274
H 3.455 0.165 -0.905
H 2.144 -0.974 -0.222
H 1.811 0.226 -1.618
H -3.299 -0.720 1.069
H -2.281 -1.913 0.014
H -1.811 -1.151 1.671

[2]
14
Properties=species:S:1:pos:R:3 method="wB97M-V/def2-TZVPD" e_lumo_ev="-10.95 / -11.04" homo_ha="-0.699 / -0.759" gap_ev="8.07 / 9.60" multiplicity=2 charge=+2
O -0.748 -1.134 0.148
C -1.529 -0.043 0.131
O -2.670 0.060 -0.166
O -0.668 0.957 0.420
C -0.863 2.267 -0.092
H -1.795 2.419 -0.635
H -0.655 2.973 0.711
C -1.359 -2.436 0.003
H -2.065 -2.580 0.826
H -1.854 -2.495 -0.971
H -0.538 -3.153 0.067
O 1.936 1.385 -0.498
H 0.975 2.294 -0.609
Sc 1.236 -0.243 0.322

[3]
11
Properties=species:S:1:pos:R:3 method="wB97M-V/def2-TZVPD" e_lumo_ev=0.75 homo_ha=-0.342 smiles="C=C[C@H](O)S" gap_ev=10.06 multiplicity=1 e_above_lowest_kj_mol=156.5
C -1.396 -1.057 -0.309
C -0.948 0.155 -0.040
C 0.448 0.494 0.333
O 0.910 1.674 -0.207
S 1.617 -0.917 -0.028
H -2.408 -1.231 -0.629
H -0.759 -1.923 -0.225
H -1.585 1.026 -0.146
H 0.678 0.640 1.622
H 0.879 1.628 -1.171
H 2.564 -0.489 0.801

[4]
11
Properties=species:S:1:pos:R:3 method="wB97M-V/def2-TZVPD" e_lumo_ev=0.75 homo_ha=-0.335 smiles="CC(=O)CS" gap_ev=9.86 multiplicity=1 e_above_lowest_kj_mol=76.4
C 1.569 -0.130 -0.094
C 0.210 0.507 -0.061
O 0.223 1.725 -0.112
C -0.967 -0.488 -0.060
S -2.546 0.364 -0.115
H 2.349 0.532 -0.095
H 1.588 -0.806 -0.904
H 1.606 -0.851 0.796
H -1.067 -1.319 -0.825
H -0.945 -0.995 0.957
H -2.019 1.460 0.513

[5]
12
Properties=species:S:1:pos:R:3 method="wB97M-V/def2-TZVPD" e_lumo_ev=-0.27 homo_ha=-0.323 smiles="COCSC=S" gap_ev=8.52 multiplicity=1 e_above_lowest_kj_mol=331.4
C -1.965 -0.534 -0.282
O -0.638 -0.451 -0.696
C -0.132 0.633 0.099
S 1.637 1.155 -0.443
C 2.559 -0.281 0.127
S 4.055 -0.378 -0.370
H -1.969 -0.762 0.713
H -2.465 -1.212 -1.201
H -2.379 0.595 -0.318
H -0.595 1.708 0.006
H -0.159 0.325 1.297
H 2.051 -0.797 1.068

[6]
14
Properties=species:S:1:pos:R:3 method="wB97M-V/def2-TZVPD" e_lumo_ev="-0.77 / -0.77" homo_ha="-0.297 / -0.297" smiles="O=S1#S(=S)CCCS1" gap_ev="7.32 / 7.32" multiplicity=1 e_above_lowest_kj_mol=124.9
O 0.290 -1.995 1.167
S -0.666 -1.194 1.876
S 0.480 0.885 1.764
S 1.967 0.145 2.734
C 1.062 0.773 -0.075
C -0.115 0.687 -1.028
C -1.097 -0.457 -0.952
S -2.212 -0.611 0.563
H 1.807 -0.099 0.047
H 1.583 1.642 -0.074
H -0.801 1.573 -1.153
H 0.268 0.621 -1.976
H -1.833 -0.563 -1.838
H -0.732 -1.407 -1.056

[7]
11
Properties=species:S:1:pos:R:3 method="wB97M-V/def2-TZVPD" e_lumo_ev=0.84 homo_ha=-0.307 smiles=C1C[Se]CO1 gap_ev=9.20 multiplicity=1 e_above_lowest_kj_mol=37.1
C -0.921 -0.339 -0.063
C 0.255 -1.331 -0.304
Se 1.793 -0.156 0.212
C 0.535 1.341 0.264
O -0.517 0.931 -0.543
H -1.818 -0.687 -0.658
H -1.178 -0.151 0.880
H 0.183 -2.095 0.495
H 0.401 -1.417 -1.361
H 0.951 2.312 -0.167
H 0.317 1.591 1.242

[8]
11
Properties=species:S:1:pos:R:3 method="wB97M-V/def2-TZVPD" e_lumo_ev="-0.43 / -0.51" homo_ha="-0.293 / -0.292" smiles="C=[PH]=C.C#P" gap_ev="7.54 / 7.42" multiplicity=1 e_above_lowest_kj_mol=473.0
C -0.975 -0.639 -0.756
P 0.560 -0.184 -1.321
C 0.897 1.348 -2.003
H -1.230 -1.699 -0.923
H -1.402 -0.388 0.269
H 0.708 -1.038 -2.330
H 0.655 2.051 -1.230
H 1.946 1.605 -2.296
C -0.277 0.164 2.620
P 1.123 0.755 2.804
H -1.195 -0.153 2.737

[9]
10
Properties=species:S:1:pos:R:3 method="wB97M-V/def2-TZVPD" e_lumo_ev="0.18 / -1.94" homo_ha="-0.341 / -0.317" gap_ev="9.45 / 6.69" multiplicity=1 e_above_lowest_kj_mol=366.6
C 2.532 -0.162 -0.179
C 1.266 -0.277 0.176
C -2.783 0.049 -0.019
S 0.249 1.177 0.076
H 3.446 -0.793 0.082
H 2.892 0.772 -0.619
H 0.895 -1.096 0.772
H -3.063 -0.555 -0.897
H -3.587 0.767 0.195
H -1.846 0.118 0.413

[10]
11
Properties=species:S:1:pos:R:3 method="wB97M-V/def2-TZVPD" e_lumo_ev=0.81 homo_ha=-0.324 smiles=S[C@@H]1C[C@@H]1S gap_ev=9.62 multiplicity=1 e_above_lowest_kj_mol=109.6
S -1.062 -0.652 1.654
C -0.705 -0.427 -0.112
C 0.715 -0.531 -0.688
C 0.019 0.808 -0.662
S 0.625 2.083 0.426
H -0.135 -1.591 1.853
H -1.450 -0.836 -0.773
H 1.560 -0.714 -0.029
H 0.908 -1.033 -1.623
H -0.407 1.177 -1.584
H -0.068 1.719 1.539

[11]
10
Properties=species:S:1:pos:R:3 method="wB97M-V/def2-TZVPD" e_lumo_ev=0.63 homo_ha=-0.325 smiles="C=CC[SeH]" gap_ev=9.48 multiplicity=1 e_above_lowest_kj_mol=9.7
C 1.571 0.155 0.533
C 0.252 0.214 0.483
C -0.495 -0.012 -0.779
Se -2.374 -0.969 -0.766
H 2.050 -0.301 -0.304
H 2.279 0.286 1.448
H -0.269 0.576 1.268
H -0.772 1.011 -1.116
H 0.192 -0.583 -1.430
H -2.436 -0.378 0.662

[12]
10
Properties=species:S:1:pos:R:3 method="wB97M-V/def2-TZVPD" e_lumo_ev=1.01 homo_ha=-0.346 smiles="C=C=C[SiH3]" gap_ev=10.43 multiplicity=1 e_above_lowest_kj_mol=71.5
C 2.163 -0.326 0.205
C 1.036 0.314 -0.200
C -0.138 0.837 -0.371
Si -1.655 -0.167 0.024
H 2.685 -0.690 -0.633
H 2.238 -0.247 1.262
H -0.210 1.824 -0.738
H -2.648 0.856 -0.009
H -1.454 -1.033 1.319
H -2.017 -1.369 -0.859

[13]
10
Properties=species:S:1:pos:R:3 method="wB97M-V/def2-TZVPD" e_lumo_ev=0.01 homo_ha=-0.345 gap_ev=9.38 multiplicity=1 e_above_lowest_kj_mol=401.8
C -1.376 -0.198 -0.328
C -0.210 -0.143 0.392
C -0.524 0.852 -0.775
Si 0.916 -1.054 1.647
H -2.147 -0.861 -0.642
H -0.416 2.744 -2.783
H -0.108 2.577 -3.577
H 1.523 -0.145 2.547
H 2.133 -1.873 0.997
H 0.208 -1.899 2.522

[14]
20
Properties=species:S:1:pos:R:3 method="wB97M-V/def2-TZVPD" e_lumo_ev=-10.09 homo_ha=-0.531 gap_ev=4.36 multiplicity=1 e_above_lowest_kj_mol=89.3 charge=+1
In -37.007 -20.371 -15.993
N -36.425 -18.268 -19.326
O -36.904 -17.215 -18.899
O -35.682 -18.284 -20.277
O -36.666 -19.297 -18.675
B -39.092 -18.379 -16.974
H -38.016 -17.990 -17.179
H -40.018 -17.734 -17.184
H -39.076 -19.410 -17.543
H -39.235 -18.837 -15.903
C -35.458 -23.782 -10.918
C -35.755 -22.365 -10.353
O -36.053 -21.620 -11.510
C -35.795 -22.331 -12.601
O -36.032 -21.959 -13.715
O -35.352 -23.558 -12.299
F -34.641 -21.852 -9.760
H -36.019 -24.638 -10.545
H -34.457 -24.010 -10.532
H -36.428 -22.515 -9.505

[15]
11
Properties=species:S:1:pos:R:3 method="wB97M-V/def2-TZVPD" e_lumo_ev=1.04 homo_ha=-0.365 smiles=CC(C)Br gap_ev=10.96 multiplicity=1 e_above_lowest_kj_mol=19.9
C 1.228 0.405 -0.034
C 0.100 -0.596 -0.108
C -1.377 0.184 0.173
Br 0.388 -2.081 1.066
H 1.343 0.883 0.858
H 2.134 -0.097 -0.192
H 1.058 1.104 -0.824
H 0.129 -0.913 -1.083
H -1.263 0.968 0.972
H -2.266 -0.516 0.064
H -1.473 0.658 -0.891

[16]
14
Properties=species:S:1:pos:R:3 method="wB97M-V/def2-TZVPD" e_lumo_ev=-4.84 homo_ha=-0.504 gap_ev=8.88 multiplicity=1 e_above_lowest_kj_mol=104.6 charge=+1
C -1.410 0.563 -0.729
C -0.765 0.137 0.630
C 0.099 -0.760 -0.295
N -1.602 -0.409 1.606
N -0.460 -0.318 -1.383
Br 4.462 0.961 -0.106
Br 1.387 -2.040 -0.097
H -2.445 0.239 -0.841
H -1.313 1.612 -1.009
H -0.144 0.929 1.059
H -1.187 -0.525 2.519
H -2.126 -1.227 1.331
H 5.785 1.342 -0.320
H -0.282 -0.504 -2.365

[17]
14
Properties=species:S:1:pos:R:3 method="wB97M-V/def2-TZVPD" e_lumo_ev=0.39 homo_ha=-0.389 smiles=CC(C)[Si](Br)(Br)Br gap_ev=10.97 multiplicity=1 e_above_lowest_kj_mol=0.0
C -1.168 -0.443 0.246
C -0.243 -0.049 -0.898
C 0.974 0.525 -0.171
Si -1.048 1.109 -2.146
Br -0.726 3.204 -1.543
Br 0.011 0.650 -4.038
Br -3.204 0.834 -2.312
H -1.638 0.279 0.886
H -1.996 -1.063 -0.186
H -0.708 -1.218 0.889
H -0.044 -0.966 -1.388
H 0.519 1.239 0.591
H 1.836 1.020 -0.775
H 1.308 -0.254 0.550

[18]
12
Properties=species:S:1:pos:R:3 method="wB97M-V/def2-TZVPD" e_lumo_ev=-5.46 homo_ha=-0.511 gap_ev=8.45 multiplicity=1 e_above_lowest_kj_mol=0.0 charge=+1
C 0.534 -1.744 -0.694
C 0.299 -0.516 -0.197
C 0.806 0.591 -0.897
N 0.783 1.792 -0.504
Br -2.677 0.100 2.941
H 0.329 -2.528 -0.002
H 1.005 -1.691 -1.627
H -0.272 -0.487 0.698
H 1.247 0.308 -1.836
H 1.213 2.609 -1.084
H 0.253 1.907 0.304
H -2.467 0.562 4.294

[19]
13
Properties=species:S:1:pos:R:3 method="wB97M-V/def2-TZVPD" e_lumo_ev=0.66 homo_ha=-0.294 gap_ev=8.66 multiplicity=1 e_above_lowest_kj_mol=233.1
C 0.063 -0.428 1.200
C -1.384 -0.222 1.420
C -0.855 0.124 0.163
N 1.665 0.160 -2.025
N 2.255 -0.870 -2.037
Br -0.706 1.996 -0.365
H 0.611 0.379 1.617
H 0.523 -1.352 1.169
H -1.976 -1.190 1.459
H -1.805 0.459 2.163
H -1.000 -0.524 -0.811
H 2.100 1.110 -2.055
H 0.509 0.359 -1.897

[20]
13
Properties=species:S:1:pos:R:3 method="wB97M-V/def2-TZVPD" e_lumo_ev="0.80 / -1.31" homo_ha="-0.238 / -0.374" gap_ev="7.28 / 8.87" multiplicity=3 e_above_lowest_kj_mol=61.6
C 0.695 0.441 -1.096
C 0.439 -1.335 0.752
C -0.221 -0.335 -0.235
N -1.072 1.914 0.420
N -1.206 0.776 0.798
Br -1.022 -2.274 1.754
H 1.677 -0.090 -1.425
H 0.202 0.797 -2.034
H 0.765 1.349 -0.618
H 0.974 -2.121 0.362
H 1.259 -0.839 1.395
H -0.908 -0.855 -0.953
H -1.582 2.572 0.880